# C19H20N2O2S

The molecule C19H20N2O2S at a distorted geometry (ωB97M-V/def2-TZVPD, the Open Molecules 2025 dataset).

Positions of all 44 atoms, in Å:
1 S 1.192 4.592 -1.659
2 O 0.598 -3.713 4.899
3 O -2.055 -2.792 -0.990
4 N -0.294 0.123 -0.017
5 N -0.765 -1.167 0.060
6 C -1.793 -0.826 -2.226
7 C 0.163 -3.898 2.497
8 C 0.509 4.369 -0.042
9 C 0.317 1.706 -4.225
10 C -0.189 -3.225 1.345
11 C -0.198 0.805 -1.146
12 C -0.048 3.097 0.095
13 C 0.275 -3.188 3.699
14 C -0.946 1.103 -3.609
15 C -0.478 -1.845 1.287
16 C -1.520 -1.698 -0.994
17 C 0.883 2.889 -2.031
18 C 0.459 5.434 1.024
19 C -0.612 0.098 -2.482
20 C 0.021 -1.806 3.682
21 C 1.418 2.204 -3.281
22 C 0.183 2.246 -1.058
23 C -0.380 -1.150 2.521
24 C 1.232 -4.985 4.900
25 H -0.631 2.750 0.945
26 H 0.082 4.993 1.971
27 H 1.995 1.345 -2.920
28 H -0.135 6.292 0.751
29 H 1.936 -5.075 4.072
30 H 2.101 2.846 -3.796
31 H 0.082 -1.225 4.625
32 H -0.251 -3.848 0.418
33 H -2.704 -0.274 -1.966
34 H 0.193 -0.518 -2.867
35 H 1.487 5.784 1.154
36 H -1.556 0.590 -4.371
37 H 0.528 -5.825 4.860
38 H 0.338 -4.962 2.497
39 H 0.095 2.580 -4.855
40 H 1.830 -5.059 5.843
41 H -1.958 -1.524 -3.094
42 H -1.579 1.906 -3.179
43 H -0.597 -0.093 2.526
44 H 0.770 0.944 -4.862

Force components x, y, z for each atom (eV/Å):
S -0.4 -1.6 1.1
O 0.3 -0.6 0.3
O 0.6 0.1 0.8
N 0.4 2.2 -1.1
N -0.2 0.0 -1.5
C 0.9 -0.3 0.7
C 0.1 0.5 1.2
C -1.4 -1.5 0.0
C 0.1 0.5 -0.7
C -0.4 -0.1 -2.1
C -0.9 -2.3 1.2
C 0.8 1.0 -0.9
C -0.3 0.9 -0.8
C -0.1 0.4 0.7
C 0.5 -0.9 1.5
C -0.8 -0.8 -0.5
C 0.2 0.4 -0.9
C 0.7 -0.6 -0.1
C -0.4 1.4 -0.1
C -0.4 0.4 0.3
C -0.7 -0.5 1.4
C 0.1 0.0 0.6
C 0.0 -0.6 -0.9
C 0.7 -0.2 0.8
H 0.3 0.2 0.0
H 0.3 0.3 -0.6
H 0.1 0.1 -0.1
H -0.3 0.2 -0.1
H 0.0 0.0 -0.1
H 0.4 0.4 -0.4
H 0.0 -0.6 -0.7
H 0.0 0.8 0.8
H 0.0 0.1 -0.4
H 0.5 -0.2 0.3
H -0.1 0.1 0.4
H 0.3 0.2 0.2
H -0.1 0.3 0.0
H 0.0 -0.1 -0.2
H -0.4 -0.5 -0.1
H -0.7 0.1 -0.7
H 0.0 0.8 1.0
H 0.2 -0.4 -0.2
H 0.1 0.1 0.1
H 0.0 0.0 -0.2

LUMO: 0.0187 hartree
HOMO level: -7.724 eV
HOMO-LUMO gap: 8.23 eV
max |F|: 0.0537 hartree/bohr
energy relative to the best compared isomer or geometry (same formula, charge and spin): 61.1 kcal per mole
total charge: 0